{"formula": "C41H38HgIN10O4P", "method": "wB97M-V/def2-TZVPD", "multiplicity": 2, "relative_energy_kcal_mol": 0.0, "gap_ev": [5.60, 7.39], "homo_energy_ev": [-3.10, -4.93], "charge": -1, "s_squared": 0.774, "elements": ["H", "H", "C", "C", "H", "H", "C", "C", "H", "H", "N", "H", "H", "C", "N", "C", "H", "H", "C", "H", "C", "N", "N", "C", "C", "C", "I", "C", "H", "N", "C", "H", "C", "H", "O", "C", "O", "C", "C", "H", "H", "C", "C", "P", "H", "C", "H", "C", "O", "Hg", "C", "C", "C", "C", "H", "H", "C", "C", "H", "H", "H", "H", "H", "N", "C", "H", "H", "H", "H", "C", "C", "H", "H", "N", "C", "O", "C", "C", "C", "N", "H", "C", "C", "C", "H", "C", "H", "C", "H", "N", "N", "H", "H", "H", "C", "C"], "positions_angstrom": [[2.363774, -2.005816, -4.735097], [-3.586336, 4.574771, 2.279794], [0.213319, -4.935056, 0.360231], [-0.903705, 1.259296, 6.217926], [4.081333, -1.667265, -5.033827], [-4.598230, -0.412488, 3.904864], [-2.653805, 4.031646, 2.181533], [-2.408058, 1.534856, -4.874260], [-2.158280, -2.494844, -4.120801], [-3.879033, 3.642841, 5.712386], [3.049627, -1.422167, -0.905358], [-0.401152, -5.409898, -2.673110], [0.621103, -6.502216, -1.714724], [-0.052206, -1.276891, 3.570630], [3.428327, -1.343227, -3.079976], [-3.136783, -1.316435, 5.181512], [-3.277594, 3.008496, 0.406641], [-3.706385, -2.050868, -4.855135], [-2.475685, 3.172112, 1.115988], [-6.100416, -3.399601, 6.582275], [3.186931, -1.333146, -4.508056], [0.464984, -4.583537, -0.948375], [0.378136, -2.731533, 0.200462], [-5.486346, -1.871757, 5.202250], [-0.933110, 2.479416, 6.882780], [0.165554, -3.769741, 1.063653], [1.579215, 1.712648, 1.709539], [-4.822597, -1.142335, -0.218330], [-3.803079, -3.763344, 7.437750], [-0.711074, -1.198482, 4.786908], [0.511886, -5.483727, -2.081818], [-0.908686, 3.935093, -3.304192], [-1.945197, 0.879473, 5.379902], [-3.247862, 3.903213, -2.382072], [1.058106, -1.751907, 3.438354], [-3.044454, 2.971094, 5.871620], [-2.914684, 4.430504, -3.115953], [-3.010881, 1.759677, 5.202871], [-3.685808, -1.641923, 0.333920], [0.025406, -3.611171, 2.118101], [-0.042027, 0.618650, 6.346416], [-3.067581, -0.581853, -1.439574], [-1.996742, -0.280080, 3.130078], [0.758825, -2.121194, -2.482763], [5.415834, -0.540184, -3.030589], [-2.391637, 0.066135, -2.590650], [0.305409, 3.557985, 3.732415], [4.303987, -0.928844, -1.127606], [-0.034948, -0.890721, -1.996844], [-0.350781, -0.520381, 0.317584], [-3.988218, -3.020577, 6.671532], [-1.952995, -0.482396, 4.680656], [-1.656317, 4.178401, 3.135630], [-2.100091, 2.193608, -3.709492], [2.920741, -0.332260, -4.851086], [-6.231280, 0.458887, -1.739505], [-0.482725, 3.455829, 2.998015], [4.557210, -0.865346, -2.468010], [-1.789013, 4.833933, 3.985368], [-3.801330, 1.504826, 4.512666], [4.955150, -0.652054, -0.313957], [-1.931471, -2.465428, 6.534363], [-6.482355, -1.715125, 4.806454], [-1.144024, 1.592057, -0.159013], [-2.008469, 3.336920, 6.720353], [-3.576959, -2.316335, -3.095226], [-1.594908, 3.188825, -1.358862], [-5.458614, -0.259185, -3.170402], [-0.107739, 2.755833, 7.527203], [-1.292164, 2.437302, 0.936523], [-1.622951, 2.100203, -1.311398], [-2.033441, 4.287325, 7.238912], [-1.864242, 4.002547, -4.791698], [-4.422014, -0.466233, -1.348045], [2.531519, -1.662820, -2.094832], [-2.930857, 0.254370, 2.559613], [-2.708446, -0.463392, -3.835858], [-1.874508, 3.674399, -3.751876], [-2.930981, -2.278810, 6.165276], [-2.604922, -1.291667, -0.431092], [0.106008, -5.962877, 0.661497], [-5.273893, -2.818431, 6.192935], [-5.281442, 0.284080, -2.240857], [-0.298673, 2.615538, 1.908834], [-0.180922, -1.310936, 5.631008], [-4.430124, -1.123567, 4.701006], [-5.855113, -1.189247, 0.080237], [-2.037082, 1.444916, -2.492245], [-4.820405, 1.239227, -2.487732], [-0.868069, -0.773317, 2.578796], [-2.676170, 0.228097, -4.982771], [-2.450263, 2.097843, -5.803909], [-3.570248, -2.204299, 1.244759], [1.360359, -5.244046, -2.719678], [-3.075333, -1.917094, -3.977475], [0.564312, -3.235694, -1.000475]], "atomic_forces_ev_per_a": [[0.0, 0.0, 0.0], [0.0, 0.0, 0.0], [0.0, 0.0, 0.0], [0.0, 0.0, 0.0], [0.0, 0.0, 0.0], [0.0, 0.0, 0.0], [0.0, 0.0, 0.0], [0.0, 0.0, 0.0], [0.0, 0.0, 0.0], [0.0, 0.0, 0.0], [0.1, 0.0, 0.0], [0.0, 0.0, 0.0], [0.0, 0.0, 0.0], [0.0, 0.0, 0.0], [0.0, 0.0, 0.0], [0.0, 0.0, 0.0], [0.0, 0.0, 0.0], [0.0, 0.0, 0.0], [0.0, 0.0, 0.0], [0.0, 0.0, 0.0], [0.0, 0.0, 0.0], [0.1, 0.0, 0.0], [-0.1, -0.1, 0.1], [0.0, 0.0, 0.0], [0.0, 0.0, 0.0], [0.0, 0.0, -0.1], [0.0, -0.1, -0.1], [0.0, -0.1, -0.1], [0.0, 0.0, 0.0], [0.0, 0.0, 0.0], [0.0, 0.0, 0.0], [0.0, 0.0, 0.0], [0.0, 0.0, 0.0], [0.0, 0.0, 0.0], [0.1, 0.0, 0.0], [0.0, 0.0, 0.0], [-0.1, 0.0, 0.0], [0.0, 0.0, 0.0], [0.0, -0.1, 0.0], [0.0, 0.0, 0.0], [0.0, 0.0, 0.0], [0.3, -0.1, 0.2], [0.0, 0.0, 0.0], [0.1, -0.2, 0.0], [0.0, 0.0, 0.0], [-1.3, 0.4, 0.0], [0.0, 0.0, 0.0], [0.0, 0.0, 0.0], [0.3, 0.2, -0.1], [-0.2, -0.1, -0.1], [0.0, 0.0, 0.0], [0.0, 0.0, 0.0], [0.0, 0.0, 0.0], [0.0, 0.0, -0.1], [0.0, 0.0, 0.0], [0.0, 0.0, 0.0], [0.0, 0.0, 0.0], [0.0, 0.0, 0.0], [0.0, 0.0, 0.0], [0.0, 0.0, 0.0], [0.0, 0.0, 0.0], [0.0, 0.0, 0.0], [0.0, 0.0, 0.0], [-0.3, 0.0, 0.1], [0.0, 0.0, 0.0], [0.0, 0.0, 0.0], [-0.1, 0.0, 0.0], [0.0, 0.0, 0.0], [0.0, 0.0, 0.0], [0.2, 0.0, 0.0], [0.1, 0.0, 0.0], [0.0, 0.0, 0.0], [0.0, 0.0, 0.0], [0.0, 0.1, 0.1], [-0.2, -0.1, 0.0], [0.0, 0.1, 0.0], [0.2, -0.2, -0.1], [0.0, 0.0, 0.0], [0.0, 0.0, 0.0], [0.0, 0.0, 0.0], [0.0, 0.0, 0.0], [0.0, 0.0, 0.0], [0.0, -0.1, -0.1], [0.1, 0.0, 0.1], [0.0, 0.0, 0.0], [0.0, 0.0, 0.0], [0.0, 0.0, 0.0], [0.5, 0.0, 0.1], [0.0, 0.0, 0.0], [-0.1, 0.1, 0.0], [0.1, -0.1, 0.1], [0.0, 0.0, 0.0], [0.0, 0.0, 0.0], [0.0, 0.0, 0.0], [0.0, 0.0, 0.0], [0.1, 0.2, 0.0]]}

{"formula": "C41H38N5O5Sr", "method": "wB97M-V/def2-TZVPD", "relative_energy_kcal_mol": 0.0, "gap_ev": 6.99, "homo_energy_ev": -4.58, "charge": -1, "elements": ["H", "H", "H", "C", "C", "C", "O", "C", "C", "N", "C", "H", "H", "H", "C", "H", "H", "C", "N", "C", "H", "C", "H", "H", "C", "C", "C", "H", "N", "O", "H", "H", "C", "H", "H", "H", "C", "H", "C", "H", "H", "H", "H", "C", "H", "O", "C", "H", "C", "H", "C", "H", "O", "H", "C", "C", "C", "H", "C", "C", "C", "C", "C", "C", "H", "C", "C", "N", "C", "Sr", "H", "H", "H", "C", "C", "H", "C", "H", "H", "C", "C", "C", "C", "H", "H", "H", "N", "C", "C", "O"], "positions_angstrom": [[-1.332556, -0.626193, -3.360972], [-6.152599, 3.636108, -2.893097], [-3.525026, -7.128896, 5.013605], [0.069806, -2.854601, -1.452899], [-2.188543, 2.384417, -0.773985], [-0.738240, -1.690374, 4.573420], [-1.651175, -2.636132, 5.010472], [-4.211461, -5.027986, 2.453597], [-1.642817, -2.973545, 6.375333], [-2.712822, -3.625529, 1.155172], [4.049244, -0.042999, -1.991221], [-5.430738, -6.337789, 3.638500], [-3.322334, -3.635709, 0.348719], [3.575028, 0.242404, 1.248711], [-0.853219, -1.292889, 3.227443], [0.919090, -2.572485, -0.839541], [-0.694151, -3.433071, 6.673573], [0.968289, 0.165452, 3.504632], [0.395114, 0.187971, -2.538158], [0.443428, -4.766219, 3.483225], [-4.179352, -1.383277, -2.773770], [-0.829205, -3.739792, -3.497627], [-2.750255, 0.395461, -5.122860], [5.661026, -0.035246, -0.452288], [-4.336081, 3.010135, -1.936804], [-2.309016, 1.353025, -4.864833], [-2.082262, -5.933172, 3.973894], [-0.687668, -4.173110, -4.479510], [-1.304169, -1.949336, 0.288424], [-1.152415, 2.801634, -0.205217], [1.886535, 0.224193, 5.450732], [-2.984819, -3.750766, -3.606228], [-1.212400, -2.612020, -0.946397], [-3.541558, -0.652640, -1.275072], [-0.036535, -0.356615, -4.521088], [1.666109, 0.911182, 3.125258], [-0.631768, 2.610169, -3.710256], [-2.808511, 4.671936, -5.297975], [-4.430050, -5.969489, 3.453917], [-5.145820, -1.439493, -1.279593], [-1.253779, -6.291109, 4.568695], [-5.039308, -4.650432, 1.864876], [-0.806845, 4.740337, -3.842942], [-1.222899, 3.788849, -4.150971], [0.338231, -1.440028, 6.420658], [-2.496411, 1.167348, -0.884291], [-2.940529, -4.539273, 2.192036], [0.721058, -5.824126, 3.509182], [-1.858035, -5.020261, 2.954668], [-3.503390, 6.767093, -1.667407], [-3.146534, 3.411682, -1.343600], [-1.819323, -2.097781, 7.006826], [-0.642791, -4.542902, 2.604479], [-5.621280, 6.044435, -2.720580], [1.641943, 0.038814, -2.802329], [-0.030067, -0.337836, 2.643671], [-5.226188, 3.954666, -2.429545], [0.205077, -4.420121, 4.491540], [0.265082, -3.409841, -2.704148], [-2.108003, -3.503174, -3.019447], [-2.852428, 4.766690, -1.247683], [-4.135445, -1.470223, -1.683636], [2.667209, 0.071222, -1.806474], [-0.536892, 0.072319, -3.638903], [1.967625, -0.147091, -3.835372], [-3.367352, -6.409255, 4.220144], [-1.936050, -2.474651, 1.288451], [2.359818, 0.200665, -0.474565], [-2.882782, 2.525260, -5.327405], [-0.177116, 0.411660, 0.087724], [-2.446483, -3.693884, 6.516585], [-4.546601, 1.951193, -2.000441], [-2.536084, -2.444870, 3.169818], [-3.737144, 5.711909, -1.744366], [1.109866, -0.210581, 4.829391], [0.236390, 2.647569, -3.065197], [-2.299155, -2.941896, -1.765716], [-3.774941, 2.485968, -5.941132], [-1.920215, 5.054412, -0.779009], [-1.172688, 1.380202, -4.058754], [-2.342089, 3.752473, -4.967109], [3.538595, 0.171940, 0.169292], [0.240805, -1.148233, 5.383915], [1.268512, -4.178200, 3.091250], [1.273718, -3.572289, -3.062394], [4.560435, -0.155179, -2.937050], [-1.925417, -1.951550, 2.537069], [-4.927280, 5.306435, -2.335668], [4.615135, 0.019662, -0.713245], [-3.592762, -2.746827, -1.317329]], "atomic_forces_ev_per_a": [[0.0, 0.0, 0.0], [0.0, 0.0, 0.0], [0.0, 0.0, 0.0], [0.0, 0.0, 0.0], [-0.2, -0.1, 0.0], [0.0, 0.1, -0.1], [0.0, 0.0, 0.0], [0.0, 0.0, 0.0], [0.0, 0.0, 0.0], [0.0, 0.1, 0.1], [0.0, 0.0, 0.0], [0.0, 0.0, 0.0], [0.0, 0.0, 0.0], [0.0, 0.0, 0.0], [0.1, 0.0, 0.1], [0.0, 0.0, 0.0], [0.0, 0.0, 0.0], [0.0, 0.0, 0.0], [-0.1, 0.0, -0.2], [0.0, 0.0, 0.0], [0.0, 0.0, 0.0], [0.1, 0.0, 0.0], [0.0, 0.0, 0.0], [0.0, 0.0, 0.0], [0.0, 0.0, 0.0], [0.0, 0.0, 0.0], [0.0, 0.0, 0.0], [0.0, 0.0, 0.0], [-0.2, 0.0, 0.1], [0.2, 0.0, 0.0], [0.0, 0.0, 0.0], [0.0, 0.0, 0.0], [0.1, 0.0, -0.1], [0.0, 0.0, 0.0], [0.0, 0.0, 0.0], [0.0, 0.0, 0.0], [0.0, 0.0, 0.0], [0.0, 0.0, 0.0], [0.0, 0.0, 0.0], [0.0, 0.0, 0.0], [0.0, 0.0, 0.0], [0.0, 0.0, 0.0], [0.0, 0.0, 0.0], [0.0, 0.0, 0.0], [0.0, 0.0, 0.0], [0.1, 0.0, -0.1], [-0.1, 0.0, 0.0], [0.0, 0.0, 0.0], [0.0, 0.0, 0.0], [0.0, 0.0, 0.0], [0.0, 0.0, 0.1], [0.0, 0.0, 0.0], [0.0, 0.0, 0.0], [0.0, 0.0, 0.0], [0.0, 0.0, 0.0], [0.0, -0.1, 0.1], [0.0, 0.0, 0.0], [0.0, 0.0, 0.0], [-0.1, 0.0, -0.1], [0.0, 0.0, 0.0], [0.0, 0.0, 0.0], [0.0, 0.0, 0.0], [0.0, 0.0, 0.0], [0.1, 0.0, -0.1], [0.0, 0.0, 0.0], [0.0, 0.0, 0.0], [0.0, -0.1, -0.1], [0.1, 0.0, 0.0], [-0.1, 0.0, 0.1], [-0.1, 0.3, 0.0], [0.0, 0.0, 0.0], [0.0, 0.0, 0.0], [0.0, 0.0, 0.0], [0.0, 0.0, 0.0], [0.0, 0.0, 0.0], [0.0, 0.0, 0.0], [0.0, 0.0, 0.1], [0.0, 0.0, 0.0], [0.0, 0.0, 0.0], [0.0, 0.0, 0.0], [0.0, 0.0, 0.0], [0.0, -0.1, 0.0], [0.0, 0.0, 0.0], [0.0, 0.0, 0.0], [0.0, 0.0, 0.0], [0.0, 0.0, 0.0], [-0.1, 0.0, 0.0], [0.0, 0.0, 0.0], [0.0, 0.0, 0.0], [0.0, 0.0, -0.1]]}